No. 1
Entry from the OMol25 dataset: a structure of composition C57H47GaN3P4Se2 (wB97M-V/def2-TZVPD).

Values from the calculation:
**Maximum force**: 1.04 eV Å⁻¹
**Kohn-Sham gap**: 7.2 eV
**Charge**: +1

Element x y z (Å)
Ga (1.527, -0.522, 0.756)
Se (-4.119, -4.357, 0.691)
P (-3.862, -2.642, -0.466)
C (-5.102, -1.332, -0.160)
C (-6.029, -1.482, 0.862)
C (-6.981, -0.499, 1.078)
C (-7.009, 0.624, 0.266)
C (-6.097, 0.762, -0.769)
C (-5.151, -0.220, -0.994)
C (-4.002, -2.816, -2.275)
C (-5.288, -3.114, -2.714)
C (-5.558, -3.214, -4.066)
C (-4.536, -3.022, -4.985)
C (-3.251, -2.747, -4.548)
C (-2.977, -2.645, -3.194)
C (-2.214, -1.949, -0.217)
C (-1.499, -0.921, 0.411)
N (-0.200, -1.244, 0.204)
N (-0.117, -2.377, -0.457)
N (-1.304, -2.810, -0.707)
P (-1.688, 0.743, 1.057)
Se (0.263, 1.694, 1.295)
C (-2.624, 0.799, 2.612)
C (-2.015, 1.140, 3.814)
C (-2.763, 1.139, 4.979)
C (-4.101, 0.780, 4.947)
C (-4.703, 0.431, 3.748)
C (-3.969, 0.452, 2.577)
C (-2.513, 1.641, -0.283)
C (-3.225, 2.805, -0.021)
C (-3.704, 3.562, -1.077)
C (-3.479, 3.155, -2.383)
C (-2.769, 1.993, -2.643)
C (-2.271, 1.244, -1.595)
H (-5.996, -2.372, 1.477)
H (-7.696, -0.602, 1.881)
H (-7.754, 1.388, 0.428)
H (-6.122, 1.634, -1.405)
H (-4.463, -0.138, -1.824)
H (-6.073, -3.263, -1.983)
H (-6.561, -3.437, -4.401)
H (-4.745, -3.096, -6.043)
H (-2.452, -2.609, -5.263)
H (-1.968, -2.449, -2.867)
H (-0.969, 1.416, 3.841)
H (-2.300, 1.418, 5.915)
H (-4.677, 0.777, 5.861)
H (-5.743, 0.142, 3.725)
H (-4.426, 0.208, 1.633)
H (-3.393, 3.113, 1.001)
H (-4.248, 4.474, -0.878)
H (-3.850, 3.753, -3.202)
H (-2.604, 1.669, -3.660)
H (-1.703, 0.345, -1.802)
C (2.869, 4.683, 1.746)
C (2.789, 3.994, 2.946)
C (3.149, 2.659, 3.016)
C (3.601, 2.014, 1.871)
C (3.699, 2.716, 0.671)
C (3.339, 4.047, 0.609)
P (3.959, 0.233, 1.740)
C (5.685, 0.104, 2.300)
C (6.159, -1.154, 2.665)
C (7.431, -1.279, 3.189)
C (8.238, -0.160, 3.325)
C (7.785, 1.081, 2.910)
C (6.511, 1.217, 2.391)
C (3.036, -0.526, 3.110)
C (3.359, -0.560, 4.458)
C (2.491, -1.192, 5.335)
C (1.325, -1.781, 4.873)
C (1.003, -1.749, 3.525)
C (1.871, -1.138, 2.638)
H (2.560, 5.716, 1.695)
H (2.436, 4.503, 3.831)
H (3.075, 2.122, 3.951)
H (4.059, 2.209, -0.217)
H (3.412, 4.586, -0.324)
H (5.521, -2.023, 2.555)
H (7.789, -2.247, 3.507)
H (9.223, -0.258, 3.754)
H (8.419, 1.947, 3.010)
H (6.151, 2.183, 2.073)
H (4.269, -0.100, 4.817)
H (2.712, -1.224, 6.391)
H (0.661, -2.280, 5.561)
H (0.089, -2.210, 3.167)
C (4.258, -1.244, -1.324)
P (2.525, -0.704, -1.519)
C (2.566, 0.866, -2.423)
C (3.562, 1.161, -3.349)
C (3.473, 2.323, -4.094)
C (2.408, 3.191, -3.916)
C (1.419, 2.901, -2.990)
C (1.498, 1.739, -2.249)
C (1.857, -1.860, -2.754)
C (2.062, -3.225, -2.572)
C (1.608, -4.116, -3.523)
C (0.946, -3.657, -4.650)
C (0.735, -2.301, -4.824)
C (1.179, -1.397, -3.876)
H (4.612, -1.698, -2.246)
H (4.304, -1.969, -0.511)
H (4.884, -0.394, -1.057)
H (4.398, 0.495, -3.489)
H (4.238, 2.554, -4.820)
H (2.355, 4.097, -4.498)
H (0.587, 3.572, -2.850)
H (0.725, 1.500, -1.528)
H (2.571, -3.581, -1.688)
H (1.772, -5.172, -3.388)
H (0.601, -4.357, -5.395)
H (0.233, -1.939, -5.707)
H (1.017, -0.338, -4.023)

=====

No. 2
Entry from the OMol25 dataset: a structure of composition C57H47N8PZr (wB97M-V/def2-TZVPD).

Values from the calculation:
**Energy relative to the best compared isomer or geometry (same formula, charge and spin)**: 0.00 kcal per mole
**Maximum force**: 0.54 eV Å⁻¹
**Kohn-Sham gap**: 5.9 eV
**Charge**: +4

Element x y z (Å)
Zr (0.534, 0.326, -0.257)
C (-2.517, -0.494, 4.491)
N (-1.412, -0.159, 3.567)
C (-1.417, -0.306, 2.230)
N (-0.212, 0.020, 1.767)
C (0.593, 0.352, 2.827)
C (-0.154, 0.273, 3.976)
C (0.221, 0.498, 5.379)
C (1.333, -0.167, 5.894)
C (1.715, 0.051, 7.209)
C (0.991, 0.931, 8.002)
C (-0.115, 1.598, 7.489)
C (-0.503, 1.384, 6.176)
C (2.006, 0.553, 2.478)
C (2.557, -0.388, 1.586)
C (3.890, -0.275, 1.180)
C (4.655, 0.778, 1.648)
C (4.101, 1.713, 2.525)
C (2.783, 1.608, 2.944)
P (-2.638, -1.118, 1.143)
C (-2.667, 0.132, -0.195)
N (-1.560, 0.472, -0.853)
C (-1.905, 1.267, -1.916)
C (-3.264, 1.457, -1.889)
N (-3.714, 0.721, -0.795)
C (-5.137, 0.597, -0.411)
C (-4.178, 2.191, -2.780)
C (-5.029, 1.483, -3.629)
C (-5.899, 2.172, -4.460)
C (-5.919, 3.561, -4.442)
C (-5.070, 4.268, -3.601)
C (-4.197, 3.584, -2.767)
C (-0.793, 1.578, -2.820)
C (0.236, 0.614, -2.915)
C (1.326, 0.812, -3.763)
C (1.416, 1.987, -4.490)
C (0.412, 2.948, -4.382)
C (-0.688, 2.752, -3.557)
C (-1.407, -2.197, 0.298)
N (-0.243, -1.824, -0.286)
C (0.283, -2.965, -0.873)
C (-0.543, -4.029, -0.600)
N (-1.597, -3.507, 0.121)
C (-2.730, -4.319, 0.613)
C (-0.428, -5.466, -0.912)
C (-1.250, -6.061, -1.865)
C (-1.106, -7.412, -2.146)
C (-0.147, -8.162, -1.476)
C (0.670, -7.569, -0.521)
C (0.532, -6.219, -0.236)
C (1.516, -2.925, -1.668)
C (2.380, -1.838, -1.604)
C (3.574, -1.780, -2.309)
C (3.911, -2.840, -3.139)
C (3.047, -3.920, -3.257)
C (1.869, -3.968, -2.528)
H (-3.145, -1.244, 4.020)
H (-3.092, 0.401, 4.710)
H (-2.081, -0.892, 5.402)
H (1.884, -0.870, 5.280)
H (2.569, -0.471, 7.618)
H (1.288, 1.098, 9.029)
H (-0.671, 2.284, 8.114)
H (-1.358, 1.918, 5.777)
H (2.013, -1.315, 1.392)
H (4.325, -1.036, 0.544)
H (5.697, 0.861, 1.366)
H (4.716, 2.523, 2.899)
H (2.364, 2.325, 3.640)
H (-5.621, 1.546, -0.620)
H (-5.189, 0.378, 0.652)
H (-5.602, -0.195, -0.992)
H (-5.004, 0.400, -3.657)
H (-6.557, 1.627, -5.122)
H (-6.599, 4.097, -5.091)
H (-5.094, 5.349, -3.591)
H (-3.549, 4.138, -2.096)
H (0.070, -0.408, -2.542)
H (2.064, 0.028, -3.877)
H (2.244, 2.146, -5.168)
H (0.479, 3.857, -4.966)
H (-1.468, 3.500, -3.502)
H (-2.368, -5.334, 0.742)
H (-3.532, -4.307, -0.121)
H (-3.069, -3.923, 1.565)
H (-1.990, -5.477, -2.400)
H (-1.737, -7.883, -2.887)
H (-0.038, -9.216, -1.695)
H (1.409, -8.161, 0.003)
H (1.169, -5.756, 0.508)
H (2.188, -0.994, -0.915)
H (4.267, -0.956, -2.205)
H (4.842, -2.825, -3.690)
H (3.294, -4.742, -3.916)
H (1.222, -4.826, -2.631)
N (-0.191, 2.483, 0.464)
C (0.823, 3.523, 0.523)
C (0.657, 4.741, 1.114)
C (1.699, 5.695, 1.055)
C (2.853, 5.415, 0.378)
C (3.035, 4.153, -0.244)
C (4.187, 3.812, -0.982)
C (4.284, 2.569, -1.550)
C (3.240, 1.661, -1.350)
N (2.134, 1.929, -0.665)
C (2.012, 3.196, -0.136)
H (-0.922, 2.765, -0.189)
H (-0.635, 2.364, 1.371)
H (-0.270, 4.993, 1.617)
H (1.568, 6.658, 1.529)
H (3.643, 6.151, 0.303)
H (4.986, 4.535, -1.102)
H (5.141, 2.269, -2.135)
H (3.307, 0.673, -1.780)

=====

No. 3
Entry from the OMol25 dataset: a structure of composition C57H51HfN3O9PTe (wB97M-V/def2-TZVPD).

Values from the calculation:
**Energy relative to the best compared isomer or geometry (same formula, charge and spin)**: 66.37 kcal per mole
**Maximum force**: 4.36 eV Å⁻¹
**Kohn-Sham gap**: 6.7 eV
**Charge**: +1

Element x y z (Å)
Hf (-0.263, -1.147, 0.704)
O (-1.316, -0.734, 2.318)
C (-1.187, 0.530, 2.414)
C (-0.644, 1.184, 3.615)
C (-0.841, 1.123, 4.985)
C (-0.091, 1.981, 5.784)
C (0.868, 2.818, 5.228)
C (1.082, 2.858, 3.847)
C (0.269, 2.085, 3.044)
P (0.077, 1.908, 1.194)
C (-1.461, 2.882, 0.868)
C (-2.293, 3.255, 1.839)
C (-3.647, 3.813, 1.536)
C (-4.206, 2.049, -0.304)
C (-3.061, 2.733, -1.036)
C (-1.861, 3.079, -0.539)
C (1.323, 3.264, 0.810)
C (2.662, 2.889, 0.745)
C (3.665, 3.830, 0.572)
C (3.335, 5.173, 0.459)
C (2.006, 5.565, 0.528)
C (1.004, 4.617, 0.705)
H (-1.560, 0.441, 5.422)
H (-0.253, 2.002, 6.854)
H (1.452, 3.462, 5.873)
H (1.825, 3.526, 3.428)
H (-2.033, 3.127, 2.882)
H (-4.085, 4.261, 2.426)
H (-5.097, 2.181, -0.931)
H (-3.254, 2.932, -2.084)
H (-1.114, 3.509, -1.204)
H (2.912, 1.840, 0.850)
H (4.701, 3.518, 0.519)
H (4.112, 5.915, 0.330)
H (1.742, 6.613, 0.463)
H (-0.027, 4.939, 0.779)
O (-1.638, 0.265, -0.413)
C (-2.935, -0.338, -0.641)
C (-2.709, -1.745, 0.008)
O (-3.486, -2.332, 0.706)
O (-1.505, -2.197, -0.307)
C (-3.183, -0.548, -2.144)
C (-4.100, -1.514, -2.551)
C (-4.430, -1.651, -3.889)
C (-3.869, -0.806, -4.835)
C (-2.948, 0.148, -4.440)
C (-2.590, 0.264, -3.102)
C (-4.115, 0.505, -0.124)
C (-4.550, 2.715, 1.027)
C (-5.707, 2.472, 1.655)
C (-6.733, 1.555, 1.228)
C (-6.526, 0.416, 0.547)
C (-5.242, -0.147, 0.200)
H (-1.776, 1.214, -0.587)
H (-4.563, -2.163, -1.817)
H (-5.146, -2.404, -4.191)
H (-4.149, -0.891, -5.877)
H (-2.493, 0.803, -5.170)
H (-1.847, 1.001, -2.826)
H (-3.573, 4.587, 0.764)
H (-5.938, 3.060, 2.538)
H (-7.742, 1.791, 1.547)
H (-7.377, -0.222, 0.338)
H (-5.222, -1.225, 0.209)
Te (0.652, -1.177, -2.264)
C (0.080, -0.999, -4.334)
C (-0.322, -2.155, -4.988)
C (-0.593, -2.126, -6.348)
C (-0.466, -0.942, -7.058)
C (-0.080, 0.216, -6.399)
C (0.190, 0.192, -5.038)
C (2.040, 0.412, -2.636)
C (1.685, 1.715, -2.322)
C (2.497, 2.775, -2.700)
C (3.679, 2.528, -3.382)
C (4.048, 1.222, -3.682)
C (3.227, 0.165, -3.316)
H (-0.416, -3.085, -4.439)
H (-0.888, -3.035, -6.856)
H (-0.659, -0.918, -8.123)
H (0.013, 1.148, -6.942)
H (0.496, 1.105, -4.545)
H (0.761, 1.905, -1.789)
H (2.204, 3.791, -2.464)
H (4.311, 3.353, -3.684)
H (4.970, 1.027, -4.214)
H (3.493, -0.852, -3.577)
O (1.142, -2.673, 0.074)
C (0.702, -3.426, 0.994)
O (-0.016, -2.890, 1.887)
C (1.030, -4.865, 1.027)
C (0.632, -5.638, 2.114)
C (0.960, -6.980, 2.155)
C (1.671, -7.526, 1.099)
C (2.060, -6.774, 0.002)
C (1.737, -5.431, -0.031)
N (2.023, -8.958, 1.142)
O (2.609, -9.416, 0.182)
O (1.701, -9.581, 2.132)
H (0.065, -5.180, 2.912)
H (0.674, -7.610, 2.984)
H (2.605, -7.248, -0.801)
H (2.018, -4.811, -0.871)
C (3.677, 0.097, 4.284)
N (2.737, -0.689, 3.496)
C (1.666, -1.304, 4.269)
C (2.677, -0.633, 2.148)
O (1.555, -0.578, 1.544)
N (3.821, -0.651, 1.451)
C (3.827, -0.521, -0.001)
C (5.106, -1.074, 1.994)
H (3.109, 0.747, 4.952)
H (4.285, 0.732, 3.644)
H (4.316, -0.543, 4.898)
H (1.225, -0.584, 4.954)
H (2.086, -2.125, 4.855)
H (0.891, -1.699, 3.621)
H (2.828, -0.633, -0.390)
H (4.451, -1.307, -0.427)
H (4.224, 0.446, -0.314)
H (5.068, -1.239, 3.062)
H (5.865, -0.323, 1.771)
H (5.399, -2.010, 1.515)

=====

No. 4
Entry from the OMol25 dataset: a structure of composition C57H54AsN4O4PPtSb (wB97M-V/def2-TZVPD).

Values from the calculation:
**Energy relative to the best compared isomer or geometry (same formula, charge and spin)**: 64.58 kcal per mole
**Maximum force**: 1.50 eV Å⁻¹
**Kohn-Sham gap**: 4.3 eV
**Charge**: +1

Element x y z (Å)
Pt (1.244, 0.171, 1.122)
O (7.451, 3.509, -0.778)
C (6.766, 3.573, 0.247)
O (6.844, 4.140, 1.350)
C (5.485, 2.731, 0.185)
C (5.530, 1.349, 0.378)
C (4.351, 0.646, 0.456)
N (3.151, 1.246, 0.376)
C (3.107, 2.571, 0.142)
C (4.236, 3.344, 0.014)
C (1.737, 3.187, 0.095)
O (1.507, 4.206, -0.504)
O (0.842, 2.516, 0.812)
H (6.477, 0.837, 0.489)
H (4.344, -0.431, 0.596)
H (4.135, 4.404, -0.169)
N (4.805, -1.649, -8.963)
C (4.365, -1.656, -7.903)
C (3.816, -1.675, -6.570)
C (4.066, -2.764, -5.738)
C (3.542, -2.788, -4.458)
C (2.777, -1.719, -4.019)
C (2.524, -0.630, -4.838)
C (3.046, -0.607, -6.119)
N (2.248, -1.731, -2.690)
C (1.594, -2.778, -2.069)
C (1.282, -2.344, -0.823)
N (1.746, -1.052, -0.674)
C (2.319, -0.718, -1.813)
H (4.683, -3.578, -6.093)
H (3.739, -3.622, -3.798)
H (1.906, 0.186, -4.483)
H (2.860, 0.235, -6.772)
H (1.397, -3.707, -2.575)
H (0.783, -2.856, -0.018)
H (2.837, 0.205, -2.020)
C (0.668, -1.432, 2.048)
C (0.184, -2.406, 2.580)
C (-0.366, -3.569, 3.222)
C (-1.616, -3.489, 3.841)
C (-2.168, -4.607, 4.445)
C (-1.476, -5.811, 4.446)
C (-0.233, -5.895, 3.833)
C (0.320, -4.783, 3.220)
H (-2.149, -2.546, 3.844)
H (-3.141, -4.541, 4.915)
H (-1.905, -6.681, 4.924)
H (0.307, -6.833, 3.833)
H (1.290, -4.846, 2.744)
C (-1.574, -0.693, -0.171)
C (-3.075, -0.660, -0.490)
As (-3.637, -0.072, -2.309)
C (-5.480, -0.687, -2.193)
C (-5.884, -1.867, -1.569)
C (-7.223, -2.225, -1.542)
C (-8.176, -1.408, -2.138)
C (-7.785, -0.234, -2.764)
C (-6.443, 0.124, -2.787)
C (-2.812, -1.508, -3.351)
C (-3.523, -2.589, -3.864)
C (-2.890, -3.542, -4.652)
C (-1.541, -3.419, -4.947)
C (-0.827, -2.333, -4.460)
C (-1.460, -1.377, -3.677)
P (-0.761, 0.887, 0.258)
C (-1.733, 1.608, 1.582)
C (-1.912, 2.987, 1.706)
C (-2.623, 3.494, 2.783)
C (-3.138, 2.638, 3.748)
C (-2.933, 1.266, 3.646)
C (-2.231, 0.751, 2.569)
C (-0.851, 1.906, -1.215)
C (-1.937, 2.742, -1.455)
C (-1.958, 3.521, -2.601)
C (-0.909, 3.476, -3.504)
C (0.175, 2.642, -3.269)
C (0.201, 1.862, -2.127)
H (-1.006, -1.112, -1.008)
H (-1.383, -1.348, 0.682)
H (-3.608, -0.026, 0.222)
H (-3.444, -1.677, -0.364)
H (-5.156, -2.527, -1.113)
H (-7.525, -3.146, -1.059)
H (-9.221, -1.688, -2.113)
H (-8.523, 0.404, -3.232)
H (-6.137, 1.043, -3.274)
H (-4.580, -2.691, -3.657)
H (-3.457, -4.375, -5.048)
H (-1.050, -4.155, -5.571)
H (0.218, -2.220, -4.718)
H (-0.908, -0.503, -3.339)
H (-1.481, 3.657, 0.974)
H (-2.776, 4.562, 2.869)
H (-3.702, 3.039, 4.580)
H (-3.325, 0.601, 4.404)
H (-2.054, -0.316, 2.501)
H (-2.765, 2.788, -0.762)
H (-2.801, 4.174, -2.781)
H (-0.931, 4.100, -4.387)
H (1.007, 2.620, -3.960)
H (1.052, 1.236, -1.916)
C (1.423, -0.553, 5.414)
C (0.859, 0.855, 5.237)
Sb (1.332, 1.649, 3.309)
C (3.465, 1.616, 3.483)
C (3.986, 2.274, 4.758)
C (1.025, 3.758, 3.390)
C (0.857, 4.262, 4.819)
H (1.074, -0.975, 6.357)
H (2.514, -0.543, 5.436)
H (1.107, -1.218, 4.612)
H (1.286, 1.560, 5.950)
H (-0.225, 0.864, 5.346)
H (3.860, 2.132, 2.610)
H (3.766, 0.569, 3.424)
H (3.727, 3.332, 4.801)
H (5.074, 2.210, 4.769)
H (3.613, 1.785, 5.660)
H (0.159, 3.989, 2.779)
H (1.903, 4.179, 2.899)
H (-0.065, 3.891, 5.270)
H (0.814, 5.352, 4.809)
H (1.688, 3.975, 5.462)

=====

maximum force of number 1 (C57H47GaN3P4Se2)?
1.04 eV Å⁻¹

=====

What is the formula in the second record?
C57H47N8PZr